ORCA calculation (ωB97M-V/def2-TZVPD) on a molecular structure, C40H32I2N4O4S2Tc.

The calculation puts the HOMO-LUMO gap (spin up / spin down) at 6.775 / 5.956 eV. Its expectation value of S² is 3.7733. For the total energy, the calculation gives -3536.15762 a.u. The energy above the lowest of the compared OMol25 structures with the same formula, charge and spin is 0.00 kcal/mol. As for the spin multiplicity: 4.

Cartesian coordinates (Å):
Tc: -0.07058 -0.17447 0.62075
C: 3.87747 0.69846 2.35255
C: 2.50657 0.13317 2.13262
N: 1.70673 0.67445 1.25579
N: 2.17585 1.83480 0.61466
C: 1.60792 2.08879 -0.50733
S: 0.36129 1.16049 -1.30370
S: 2.04206 3.53131 -1.40276
C: 3.26594 4.33369 -0.31973
C: 2.64848 5.23129 0.71938
C: 2.46938 6.58397 0.45033
C: 1.88215 7.42387 1.38613
C: 1.47063 6.91971 2.61072
C: 1.65468 5.57256 2.89315
C: 2.23895 4.73412 1.95539
C: 2.12068 -1.03389 2.92799
C: 3.12422 -1.71635 3.64259
C: 2.83917 -2.76502 4.48263
C: 1.50889 -3.15413 4.65868
C: 0.50369 -2.51901 3.97088
C: 0.79173 -1.48206 3.07102
O: -0.23239 -0.96589 2.40726
H: 3.97153 1.68704 1.92452
H: 4.58996 0.03889 1.85083
H: 4.11338 0.72474 3.41384
H: 3.88209 4.91303 -1.00686
H: 3.88122 3.55316 0.12192
H: 2.78563 6.98387 -0.50661
H: 1.75022 8.47389 1.15884
H: 1.02070 7.57458 3.34563
H: 1.35169 5.17459 3.85431
H: 2.39057 3.68539 2.17619
H: 4.15625 -1.42600 3.51283
H: 3.63692 -3.27801 5.00136
H: 1.26593 -3.96882 5.32951
H: -0.53201 -2.81399 4.07301
I: -4.62804 -2.46983 -0.30121
C: -4.19923 -0.66368 0.61898
C: -5.23312 0.11253 1.19034
C: -4.98225 1.31345 1.79478
I: -6.57197 2.38972 2.60332
C: -3.65142 1.80670 1.87328
C: -3.24480 3.04189 2.42351
C: -1.92530 3.40340 2.41184
C: -0.97287 2.52512 1.87423
N: -1.32467 1.36534 1.36541
C: -2.63913 1.00138 1.32867
C: -2.89464 -0.23261 0.66601
O: -1.87141 -0.86927 0.12766
H: -6.24667 -0.26008 1.13446
H: -3.99047 3.70249 2.84634
H: -1.59803 4.35316 2.81014
H: 0.08085 2.77435 1.85718
C: -4.19198 -2.34846 -4.55689
C: -3.40826 -3.26767 -3.65842
C: -3.95008 -4.49236 -3.28694
C: -3.25900 -5.34535 -2.43902
C: -1.99430 -4.99678 -2.00259
C: -1.43245 -3.77875 -2.37603
N: -0.14120 -3.46517 -1.89237
C: 0.89360 -2.98197 -2.67148
C: 0.90160 -3.22930 -4.04934
C: 1.90576 -2.72616 -4.85394
C: 2.94735 -1.97997 -4.31600
C: 2.96760 -1.75957 -2.95151
C: 1.96101 -2.24602 -2.12228
C: 2.05616 -1.88082 -0.67636
O: 3.11540 -1.72795 -0.10857
O: 0.87889 -1.73491 -0.06317
C: -2.15396 -2.87755 -3.16921
C: -1.64309 -1.49109 -3.44812
H: -5.06274 -2.86037 -4.96519
H: -3.58540 -1.98834 -5.38992
H: -4.54462 -1.46577 -4.01685
H: -4.92783 -4.77441 -3.66031
H: -3.69268 -6.29283 -2.14533
H: -1.41494 -5.66924 -1.38207
H: -0.02284 -3.45347 -0.89564
H: 0.09827 -3.81251 -4.48094
H: 1.87584 -2.92469 -5.91840
H: 3.73117 -1.58581 -4.94831
H: 3.77131 -1.19509 -2.49607
H: -1.18188 -1.41059 -4.43666
H: -0.89966 -1.19181 -2.71173
H: -2.46154 -0.77150 -3.40361

---

ORCA calculation (ωB97M-V/def2-TZVPD) on 3 unconnected molecules or ions with the total composition C7H11N3O4 in a non-equilibrium geometry.

The calculation puts the HOMO-LUMO gap at 8.962 eV. As for the SMILES: CC(=O)/N=C(\C)O.N#[N+][O-].CC=C=O. For the total energy, the calculation gives -738.42672 a.u. The energy above the lowest of the compared OMol25 structures with the same formula, charge and spin is 103.29 kcal/mol. As for the spin multiplicity: 1.

Cartesian coordinates (Å):
C: -2.10243 1.92933 -1.93346
C: 1.19095 -1.42623 1.91538
C: 0.74642 1.01439 2.05241
C: -2.28001 1.60000 -0.72256
C: 2.12761 -1.46146 0.78683
C: 0.80434 1.94135 3.22408
C: -3.39525 0.50156 -0.39821
N: -0.28537 -1.54341 4.55866
N: -0.38244 -1.09301 5.56977
N: 0.60741 -0.37151 2.37311
O: -0.41252 -0.60588 6.58212
O: -2.20528 2.27734 -3.01755
O: 1.03383 -2.63219 2.47646
O: 0.51249 1.42996 0.93704
H: -1.78603 2.00005 0.15976
H: 2.39693 -0.43183 0.56060
H: 3.07223 -2.07251 0.89725
H: 1.53222 -1.82294 -0.11555
H: 1.36277 2.85127 3.02640
H: -0.30407 2.24589 3.48302
H: 1.26044 1.41117 4.14372
H: -2.88389 -0.40364 -0.00315
H: -4.06908 0.13445 -1.22186
H: -4.06208 0.84895 0.30945
H: 0.40693 -2.55224 3.26098

---

ORCA calculation (ωB97M-V/def2-TZVPD) on a molecular structure, C23H26CdN3O7SSb2.

As for the net charge: -1. The calculation puts the HOMO-LUMO gap at 6.767 eV. For the total energy, the calculation gives -2629.50103 a.u. The energy above the lowest of the compared OMol25 structures with the same formula, charge and spin is 0.00 kcal/mol. As for the spin multiplicity: 1.

Cartesian coordinates (Å):
Cd: 1.67825 -1.32886 0.25958
O: 1.54731 -5.21071 1.56049
C: 1.75095 -4.05055 1.27749
O: 1.37420 -3.47454 0.17108
C: 2.54712 -3.14757 2.33088
O: 2.79489 -3.61153 3.42074
O: 2.83160 -1.92319 1.96860
C: 2.44785 3.23435 1.11562
Sb: 1.86080 1.30797 1.85601
C: 3.04237 1.28396 3.61566
C: -0.01166 2.02303 2.70356
C: -0.48572 1.28396 3.92071
C: 0.08169 1.61493 5.15264
C: -0.26869 0.96532 6.32199
C: -1.22178 -0.04146 6.27925
C: -1.81586 -0.36162 5.07215
C: -1.47457 0.28577 3.88270
C: -2.17608 -0.13268 2.62476
Sb: -1.00943 -1.57510 1.52531
C: -2.51347 -2.21782 0.16019
C: -1.14472 -3.16605 2.92222
H: 2.74065 3.87824 1.94447
H: 1.60894 3.69100 0.58948
H: 3.28041 3.13526 0.42156
H: 3.02982 2.26534 4.08781
H: 4.05827 1.01079 3.33718
H: 2.65585 0.52585 4.29317
H: -0.74042 2.01165 1.89348
H: 0.19274 3.06649 2.95021
H: 0.82010 2.40774 5.18584
H: 0.19835 1.24324 7.25768
H: -1.50718 -0.56842 7.18018
H: -2.57610 -1.13373 5.04070
H: -2.39625 0.70275 1.96022
H: -3.11724 -0.62927 2.86366
H: -3.35086 -2.64868 0.70782
H: -2.07826 -2.97317 -0.49223
H: -2.86202 -1.38192 -0.44494
H: -2.19287 -3.31054 3.18362
H: -0.55989 -2.93075 3.80943
H: -0.73504 -4.06851 2.46830
O: -1.45338 -0.18376 -9.92826
S: -0.31090 -0.26983 -9.04654
O: -0.05337 -1.58288 -8.49266
O: 0.86864 0.45651 -9.48268
C: -0.80125 0.71484 -7.59396
N: -1.56082 1.79739 -7.78729
C: -1.83795 2.52433 -6.71755
C: -1.37771 2.21188 -5.44685
C: -0.59862 1.07093 -5.35511
N: -0.31408 0.33053 -6.41680
C: -0.02437 0.57369 -4.06961
C: 0.63217 -0.65318 -4.04350
C: 1.14703 -1.11737 -2.84927
N: 1.05450 -0.42273 -1.70652
C: 0.42775 0.75604 -1.73075
C: -0.12240 1.28470 -2.87757
H: -2.45970 3.40046 -6.87623
H: -1.63131 2.83057 -4.59853
H: 0.72004 -1.22592 -4.95719
H: 1.63980 -2.07953 -2.78765
H: 0.36732 1.28760 -0.78760
H: -0.61545 2.24476 -2.82714

---

> Which value of spin multiplicity does entry 1 give?

4

---

Copy entry 3 word for word.
ORCA calculation (ωB97M-V/def2-TZVPD) on a molecular structure, C23H26CdN3O7SSb2.

As for the net charge: -1. The calculation puts the HOMO-LUMO gap at 6.767 eV. For the total energy, the calculation gives -2629.50103 a.u. The energy above the lowest of the compared OMol25 structures with the same formula, charge and spin is 0.00 kcal/mol. As for the spin multiplicity: 1.

Cartesian coordinates (Å):
Cd: 1.67825 -1.32886 0.25958
O: 1.54731 -5.21071 1.56049
C: 1.75095 -4.05055 1.27749
O: 1.37420 -3.47454 0.17108
C: 2.54712 -3.14757 2.33088
O: 2.79489 -3.61153 3.42074
O: 2.83160 -1.92319 1.96860
C: 2.44785 3.23435 1.11562
Sb: 1.86080 1.30797 1.85601
C: 3.04237 1.28396 3.61566
C: -0.01166 2.02303 2.70356
C: -0.48572 1.28396 3.92071
C: 0.08169 1.61493 5.15264
C: -0.26869 0.96532 6.32199
C: -1.22178 -0.04146 6.27925
C: -1.81586 -0.36162 5.07215
C: -1.47457 0.28577 3.88270
C: -2.17608 -0.13268 2.62476
Sb: -1.00943 -1.57510 1.52531
C: -2.51347 -2.21782 0.16019
C: -1.14472 -3.16605 2.92222
H: 2.74065 3.87824 1.94447
H: 1.60894 3.69100 0.58948
H: 3.28041 3.13526 0.42156
H: 3.02982 2.26534 4.08781
H: 4.05827 1.01079 3.33718
H: 2.65585 0.52585 4.29317
H: -0.74042 2.01165 1.89348
H: 0.19274 3.06649 2.95021
H: 0.82010 2.40774 5.18584
H: 0.19835 1.24324 7.25768
H: -1.50718 -0.56842 7.18018
H: -2.57610 -1.13373 5.04070
H: -2.39625 0.70275 1.96022
H: -3.11724 -0.62927 2.86366
H: -3.35086 -2.64868 0.70782
H: -2.07826 -2.97317 -0.49223
H: -2.86202 -1.38192 -0.44494
H: -2.19287 -3.31054 3.18362
H: -0.55989 -2.93075 3.80943
H: -0.73504 -4.06851 2.46830
O: -1.45338 -0.18376 -9.92826
S: -0.31090 -0.26983 -9.04654
O: -0.05337 -1.58288 -8.49266
O: 0.86864 0.45651 -9.48268
C: -0.80125 0.71484 -7.59396
N: -1.56082 1.79739 -7.78729
C: -1.83795 2.52433 -6.71755
C: -1.37771 2.21188 -5.44685
C: -0.59862 1.07093 -5.35511
N: -0.31408 0.33053 -6.41680
C: -0.02437 0.57369 -4.06961
C: 0.63217 -0.65318 -4.04350
C: 1.14703 -1.11737 -2.84927
N: 1.05450 -0.42273 -1.70652
C: 0.42775 0.75604 -1.73075
C: -0.12240 1.28470 -2.87757
H: -2.45970 3.40046 -6.87623
H: -1.63131 2.83057 -4.59853
H: 0.72004 -1.22592 -4.95719
H: 1.63980 -2.07953 -2.78765
H: 0.36732 1.28760 -0.78760
H: -0.61545 2.24476 -2.82714

---

> energy above the lowest of the compared OMol25 structures with the same formula, charge and spin of number 1 (C40H32I2N4O4S2Tc)?

0.00 kcal/mol